Computed, not measured: C46H41BF5N15Sr as an isolated structure, with the ωB97M-V functional and the def2-TZVPD basis.

Last column: Mulliken charge in e.
Positions of all 109 atoms, in Å:
Sr: -1.011 -0.010 -0.427  1.7781
C: 2.152 -1.949 -3.500  -1.0428
C: 0.780 -1.640 -4.010  0.8608
C: 0.267 -1.916 -5.290  -1.7297
C: -1.036 -1.467 -5.257  0.9787
C: -2.064 -1.521 -6.340  -1.4693
N: -1.260 -0.960 -4.028  -0.0620
N: -0.146 -1.062 -3.255  0.6893
B: -2.583 -0.352 -3.529  -0.8195
N: -3.209 -1.294 -2.449  1.2770
N: -2.478 -1.879 -1.455  -0.6961
C: -3.298 -2.672 -0.780  0.6813
C: -2.852 -3.410 0.439  -0.7177
C: -4.579 -2.635 -1.348  -1.5424
C: -4.482 -1.744 -2.398  1.1044
C: -5.584 -1.297 -3.301  -1.4062
N: -2.380 1.140 -3.131  1.3618
N: -1.299 1.602 -2.439  -0.7476
C: -1.410 2.924 -2.375  0.7582
C: -0.408 3.745 -1.632  -1.1109
C: -2.563 3.344 -3.049  -1.1654
C: -3.148 2.187 -3.517  0.6005
C: -4.410 2.076 -4.305  -1.2024
H: 2.617 -2.721 -4.113  0.4210
H: 2.802 -1.072 -3.530  0.2687
H: 2.121 -2.297 -2.466  -0.2571
H: 0.774 -2.388 -6.117  0.4732
H: -1.638 -2.009 -7.217  0.3428
H: -2.945 -2.083 -6.026  0.2524
H: -2.396 -0.523 -6.627  0.2316
H: -3.376 -0.331 -4.426  -0.3265
H: -1.777 -3.315 0.579  -0.1684
H: -3.336 -3.000 1.327  0.2674
H: -3.109 -4.469 0.375  0.3816
H: -5.463 -3.159 -1.024  0.4474
H: -6.454 -1.933 -3.140  0.4000
H: -5.874 -0.272 -3.067  0.1435
H: -5.303 -1.346 -4.353  0.2325
H: 0.410 3.120 -1.278  -0.0715
H: 0.002 4.536 -2.262  0.3988
H: -0.863 4.216 -0.758  0.2483
H: -2.957 4.342 -3.145  0.4388
H: -4.814 3.075 -4.458  0.3965
H: -4.242 1.601 -5.274  0.2660
H: -5.160 1.497 -3.767  -0.0115
N: 0.756 3.938 4.882  -0.5479
C: 0.435 3.319 3.690  0.5868
C: 1.426 2.946 2.777  -0.5274
C: 1.061 2.265 1.637  -0.6847
N: -0.203 1.958 1.321  0.8152
C: -1.153 2.389 2.159  -0.7935
C: -0.888 3.065 3.332  -0.9181
H: 1.688 3.743 5.217  0.2490
H: 0.068 3.817 5.610  0.3141
H: 2.472 3.130 2.988  0.5726
H: 1.825 1.930 0.949  0.0256
H: -2.174 2.122 1.907  0.3799
H: -1.705 3.329 3.991  0.3076
F: 0.133 0.844 6.771  -0.4269
C: 1.226 0.699 5.994  -0.0924
C: 2.408 1.214 6.492  0.2242
F: 2.345 1.785 7.713  -0.4051
C: 3.633 1.172 5.813  0.7832
C: 3.519 0.507 4.587  0.2829
C: 2.339 -0.003 4.093  0.6239
F: 2.383 -0.574 2.870  -0.1947
C: 1.112 0.091 4.745  0.2460
C: -0.160 -0.325 4.144  -0.0136
C: -0.277 -0.818 2.852  -0.2261
N: -0.440 -1.235 1.773  0.0386
C: -1.409 -0.020 4.740  -0.0218
N: -2.440 0.249 5.192  -0.7941
F: 4.611 0.372 3.799  -0.4079
C: 4.865 1.745 6.315  0.1332
C: 6.107 1.584 5.660  0.1034
N: 7.151 1.482 5.168  -0.8063
C: 4.924 2.545 7.478  0.1096
N: 5.035 3.212 8.419  -0.7892
F: 4.224 3.889 -0.933  -0.3950
C: 3.870 2.599 -0.733  0.6512
C: 4.459 1.897 0.302  -1.0676
C: 4.105 0.571 0.490  -0.5959
C: 3.163 -0.041 -0.343  0.8661
C: 2.566 0.707 -1.356  0.6078
C: 2.926 2.033 -1.564  -1.2752
H: 5.177 2.380 0.952  0.5527
H: 4.543 0.008 1.301  0.6126
H: 1.805 0.271 -1.988  1.0342
H: 2.471 2.618 -2.352  0.5402
N: -3.376 0.787 -0.003  -0.8565
C: -4.337 1.281 -0.447  0.4419
N: -5.484 1.676 -0.927  -0.7178
C: -5.582 2.961 -1.259  0.6359
N: -5.776 4.057 -1.588  -0.7133
C: 0.733 -4.200 -0.103  -1.4698
C: 2.223 -4.000 0.201  2.9423
C: 2.505 -4.362 1.665  -1.8473
C: 3.068 -4.876 -0.731  -1.8438
C: 2.564 -2.585 -0.009  -1.3813
C: 2.826 -1.423 -0.165  -0.8090
H: 0.456 -5.247 0.048  0.5193
H: 0.508 -3.927 -1.138  0.2867
H: 0.129 -3.571 0.550  -0.2207
H: 2.250 -5.410 1.842  0.4441
H: 1.911 -3.738 2.333  0.2293
H: 3.559 -4.214 1.906  0.4289
H: 2.821 -5.929 -0.572  0.4431
H: 4.133 -4.736 -0.538  0.4038
H: 2.872 -4.631 -1.777  0.2537

Values from the calculation:
Energy relative to the best compared isomer or geometry (same formula, charge and spin) (kJ/mol): 0.00
Lowest unoccupied orbital energy (eV): 3.5
Spin multiplicity: 1
Orbital gap (eV): 5.555
Charge: -2